Entry 1:
The following is a quantum chemistry calculation of a structure of composition C29H39CrN4O5, from the OMol25 dataset.

spin multiplicity: 2
net charge: 0
electronic energy: -75328.980 eV
HOMO (spin up / spin down): -8.26 / -8.10 eV
energy relative to the best compared isomer or geometry (same formula, charge and spin): 1.30 kcal/mol
LUMO (spin up / spin down): 0.411 / 0.411 eV
orbital gap (spin up / spin down): 8.67 / 8.51 eV

Cartesian coordinates (Å):
1 Cr -1.07386 -0.98006 0.63495
2 O 2.04086 -2.90115 0.96435
3 C 1.55094 -4.01038 0.23418
4 C 0.44135 -3.65424 -0.73927
5 N -0.81966 -3.11137 -0.16407
6 C -1.19887 -3.86220 1.05295
7 C -0.50146 -3.23455 2.25444
8 O 0.08980 -3.89780 3.08682
9 O -0.62218 -1.94539 2.26113
10 C -1.89650 -3.27220 -1.16090
11 C -3.04460 -2.29372 -0.94225
12 O -4.08587 -2.44693 -1.53933
13 O -2.80169 -1.33408 -0.09253
14 H 1.79866 -3.02718 1.89156
15 H 1.22708 -4.79946 0.91467
16 H 2.36608 -4.42256 -0.36755
17 H 0.20377 -4.57446 -1.29171
18 H 0.81028 -2.92844 -1.46214
19 H -0.98039 -4.92765 0.95651
20 H -2.27358 -3.74184 1.20650
21 H -2.28815 -4.29372 -1.16535
22 H -1.50758 -3.08599 -2.16134
23 C 0.34037 4.40973 2.24337
24 C 0.73031 2.97728 1.98945
25 C 1.58247 2.30493 2.87590
26 C 1.94490 0.98355 2.66872
27 C 2.82965 0.23983 3.63081
28 C 1.45392 0.33209 1.53462
29 C 0.58304 0.96638 0.66023
30 C 0.23001 2.30000 0.89358
31 N -0.04842 0.18764 -0.35883
32 C 0.47097 0.33805 -1.72251
33 C 1.94034 -0.10745 -1.80917
34 C 2.44643 -0.00301 -3.25111
35 C 1.58630 -0.88404 -4.16179
36 C 0.12884 -0.41564 -4.10277
37 C 0.03647 1.03863 -4.56858
38 C 0.89206 1.91379 -3.64926
39 C 2.35101 1.45298 -3.71593
40 C 0.38540 1.79679 -2.20786
41 C -0.37280 -0.51845 -2.66084
42 H 0.42568 4.65982 3.30139
43 H -0.68750 4.59535 1.92827
44 H 0.98407 5.09708 1.69026
45 H 1.95105 2.82735 3.75301
46 H 3.08061 0.85189 4.49664
47 H 3.75886 -0.06584 3.14735
48 H 2.33103 -0.66445 3.98565
49 H 1.72150 -0.70139 1.33608
50 H -0.48724 2.77861 0.23760
51 H 2.03342 -1.13355 -1.43605
52 H 2.54649 0.52019 -1.14862
53 H 3.48736 -0.33490 -3.29205
54 H 1.65706 -1.93085 -3.84688
55 H 1.95479 -0.83203 -5.19088
56 H -0.49036 -1.04941 -4.74362
57 H -1.00459 1.37432 -4.54458
58 H 0.38252 1.12467 -5.60307
59 H 0.82324 2.95800 -3.96648
60 H 2.97420 2.08856 -3.07929
61 H 2.72761 1.54846 -4.73892
62 H -0.65489 2.13438 -2.14342
63 H 0.98499 2.43632 -1.55705
64 H -0.30608 -1.55367 -2.33538
65 H -1.42238 -0.21631 -2.58504
66 N -3.51458 3.66603 3.98129
67 C -3.01474 2.61218 3.27020
68 C -2.06063 1.75072 3.82195
69 C -1.59564 0.69493 3.07711
70 N -2.02271 0.43407 1.83357
71 C -2.95450 1.23949 1.31098
72 C -3.46808 2.32619 1.97682
73 H -3.02316 3.96767 4.80376
74 H -4.02847 4.37699 3.49199
75 H -1.67677 1.91306 4.82069
76 H -0.84719 0.01895 3.46795
77 H -3.28945 0.97729 0.31588
78 H -4.22122 2.94211 1.50327

=====

Entry 2:
The following is a quantum chemistry calculation of a structure of composition C29H39GeN5O6RuS5Se at a distorted geometry, from the OMol25 dataset.

spin multiplicity: 6
net charge: -1
electronic energy: -229060.798 eV
HOMO (spin up / spin down): -3.47 / -3.90 eV
energy relative to the best compared isomer or geometry (same formula, charge and spin): 0.00 kcal/mol
LUMO (spin up / spin down): 1.778 / 0.819 eV
orbital gap (spin up / spin down): 5.25 / 4.72 eV

Cartesian coordinates (Å):
1 Ru -0.80184 0.09263 0.99151
2 O -6.15412 0.80635 5.60698
3 C -5.27600 0.59407 4.79454
4 S -5.28469 1.22322 3.14574
5 C -3.73536 0.56318 2.63756
6 C -3.05531 -0.16186 3.54596
7 S -1.51567 -0.90935 3.28768
8 S -3.81804 -0.33970 5.12486
9 S -3.19990 0.92548 1.02233
10 C 0.57082 4.91172 0.16225
11 C 0.00378 3.71507 0.88932
12 O -0.24265 2.67098 0.29857
13 N -0.20103 3.87759 2.22107
14 C -0.49602 2.73336 3.09434
15 C 0.74740 1.88671 3.24940
16 C 1.72810 2.23336 4.21117
17 C 2.88668 1.43241 4.34356
18 C 3.08981 0.42468 3.46637
19 C 2.15472 0.18369 2.33280
20 N 0.88377 0.89641 2.41719
21 H 0.20907 4.90234 -0.86316
22 H 1.66006 4.82263 0.13854
23 H 0.30411 5.85546 0.64192
24 H 0.19732 4.69609 2.64584
25 H -1.29127 2.14657 2.64385
26 H -0.85018 3.11717 4.04778
27 H 1.54842 3.06626 4.88260
28 H 3.57827 1.61213 5.15668
29 H 3.94069 -0.24263 3.56236
30 H 1.89690 -0.87932 2.28776
31 C 5.17892 -1.71891 1.18748
32 Ge 4.65970 0.07595 0.62469
33 C 4.89599 0.20946 -1.30908
34 C 5.80727 1.41433 1.47849
35 C 2.78473 0.52683 0.95694
36 H 6.26752 -1.80816 1.15067
37 H 4.74268 -2.45251 0.50465
38 H 4.84350 -1.95542 2.20057
39 H 5.93505 0.03073 -1.59822
40 H 4.60411 1.20325 -1.66187
41 H 4.26343 -0.52628 -1.81512
42 H 6.86367 1.19300 1.30309
43 H 5.63016 1.45596 2.55557
44 H 5.58587 2.39965 1.05784
45 H 2.17825 0.04294 0.19070
46 H 2.70426 1.60851 0.79550
47 C -3.50937 -2.87942 -3.12076
48 C -3.39562 -1.35659 -3.15599
49 S -3.18601 -0.81620 -4.83782
50 O -1.85464 -1.16786 -5.27225
51 O -4.32815 -1.25035 -5.60888
52 C -3.28987 0.97640 -4.74917
53 C -1.92225 1.65421 -4.75434
54 N -1.09918 1.18402 -3.63221
55 C -1.47680 1.25071 -2.33279
56 N -0.70291 0.51178 -1.55942
57 C 0.25596 -0.01302 -2.36425
58 C 0.03891 0.39516 -3.64214
59 N 0.86484 0.12493 -4.77503
60 O 1.82084 -0.59296 -4.59195
61 O 0.65242 0.72999 -5.80945
62 C -2.60124 2.09332 -1.84439
63 H -3.68894 -3.19936 -2.09634
64 H -2.58483 -3.34283 -3.46625
65 H -4.32964 -3.22250 -3.74991
66 H -2.52237 -1.00730 -2.59857
67 H -4.29857 -0.86440 -2.78744
68 H -3.86286 1.21706 -3.85624
69 H -3.87806 1.24576 -5.62665
70 H -2.04329 2.73332 -4.68001
71 H -1.39840 1.43565 -5.67026
72 H 1.02843 -0.67455 -2.00663
73 H -2.80455 2.91999 -2.52732
74 H -2.32669 2.48762 -0.86857
75 H -3.51370 1.51111 -1.69369
76 Se 0.25868 -2.04749 0.27081
77 C -0.21717 -3.80567 0.83767
78 C -1.30669 -4.04765 1.67182
79 C -1.64417 -5.35142 2.02207
80 C -0.90151 -6.42697 1.55110
81 C 0.19197 -6.18672 0.72489
82 C 0.53337 -4.88585 0.37055
83 H -1.87749 -3.20912 2.05366
84 H -2.49535 -5.52560 2.67239
85 H -1.17110 -7.44130 1.82338
86 H 0.78225 -7.01652 0.34985
87 H 1.38076 -4.69542 -0.27878